1.
The following is a DFT calculation (the ωB97M-V functional and the def2-TZVPD basis) of C16H20BaN3O5P3S2 as an isolated structure in a non-equilibrium geometry.

Its charge is +2. The calculation puts the total energy at -81837.7796 eV. As for the LUMO energy: -8.11 eV.

Atoms and positions in Å:
H 1.14 -5.09 1.68
H -0.62 5.13 0.58
C 0.42 2.15 0.85
C 2.36 0.21 -1.52
Ba 1.51 4.97 0.64
C 1.51 -2.99 1.52
O -3.76 -1.09 0.63
O -4.20 -1.15 -1.80
H -4.64 -1.50 0.57
H -1.04 3.44 1.77
C -0.20 1.54 -1.30
C -0.10 -1.64 0.68
C 4.49 0.04 -0.50
H -0.75 -0.51 -3.40
P -0.88 -1.37 -2.31
N 1.12 -1.76 1.21
O -1.40 1.05 -1.52
H -1.77 2.63 0.44
C 0.75 -4.13 1.38
S -4.16 1.53 -0.73
C -0.94 -2.73 0.51
C 0.36 0.89 -0.05
N 2.62 0.64 0.83
C -1.58 -0.26 -0.92
C -0.84 3.08 0.77
H 2.50 -3.08 1.93
N -0.66 4.34 -0.07
H 1.28 2.68 0.42
C 3.71 -0.05 -1.64
H 4.15 -0.31 -2.59
C -0.52 -4.00 0.85
S -1.84 -2.98 -2.76
H 5.54 -0.15 -0.55
H -1.87 -1.06 2.48
H -0.31 0.50 2.85
H -3.96 -0.86 -2.69
C 3.91 0.37 0.71
H -1.17 -4.85 0.72
H 0.22 4.33 -0.56
O -2.44 1.22 2.02
H 4.53 0.42 1.59
H 1.75 0.14 -2.40
H 0.69 1.95 1.87
P -3.48 -0.27 -0.69
C 1.87 0.55 -0.27
P -1.40 0.17 2.01
H 0.39 -1.69 -1.80
O 0.28 2.44 -1.89
H -1.93 -2.61 0.12
C -0.63 -0.25 0.35

---

2.
The following is a DFT calculation (the ωB97M-V functional and the def2-TZVPD basis) of a 16-piece molecular cluster, C36H88O40S8 overall in a non-equilibrium geometry.

The value obtained for the relative energy (zero: lowest compared OMol25 entry of this formula, charge and spin) is 0.73 kcal per mole. Its charge is 0. The calculation puts the total energy at -207331.1825 eV. As for the LUMO energy: -0.25 eV.

Atoms and positions in Å:
H -2.37 -1.50 -8.02
S -4.98 1.44 3.96
H -2.45 8.64 6.52
O 5.11 -3.49 2.49
H -7.86 -0.99 2.71
O 1.80 -7.80 -4.12
O 5.28 -1.68 -4.61
O -7.96 5.15 -4.48
H -1.02 3.76 0.85
H -3.75 8.57 4.57
H 6.62 5.38 -1.72
C 3.43 -6.25 -2.27
H 5.15 -2.13 -2.62
O -1.95 2.47 -7.05
O 7.31 3.86 -4.84
O -4.05 0.37 3.46
H -5.08 -4.24 -2.47
C -0.88 0.53 -1.95
C 4.99 -1.27 -3.28
C 4.13 -7.08 -5.47
H 7.78 -4.01 5.68
O 5.52 -5.38 4.15
H -8.61 -4.97 -7.97
H 1.67 6.72 4.72
C -4.07 -4.37 3.85
H -1.47 -4.04 4.30
C 8.14 -4.31 4.69
H -5.20 2.25 -4.21
S -0.28 7.59 5.75
C 4.47 4.67 -4.97
O 5.01 3.95 -3.84
H 5.62 5.00 3.03
H 2.60 -6.49 -0.31
H 8.00 -5.39 4.64
H 2.45 3.95 -4.67
O -5.72 5.19 -3.64
O -7.98 -4.13 -3.15
H 0.25 -1.03 -7.78
O 2.98 -5.67 -3.52
H -1.64 -0.11 -2.38
C -4.00 7.88 5.37
H 5.97 3.06 5.75
H 3.35 0.10 -2.93
H -5.85 0.58 1.62
H -0.11 4.37 -0.18
H 5.75 -3.04 5.98
H 4.71 -7.54 -4.67
H 4.13 -3.17 5.34
O 7.36 -3.75 3.66
C -4.88 4.20 -3.12
S 6.60 3.83 -3.54
O 2.05 -0.45 7.70
S -6.86 -3.38 -3.74
C -1.75 -0.86 -7.40
O 6.84 2.86 -2.49
H -4.75 8.41 5.96
H -5.48 -5.36 -3.75
H 5.45 6.36 2.39
H -0.05 -4.37 3.26
H 5.38 -1.88 4.70
H 4.22 -5.56 -1.96
O 3.28 -0.89 -4.72
H 3.43 1.60 2.20
C -4.54 2.83 2.96
C 2.29 -6.19 -1.31
H -7.95 -0.40 1.03
H -0.87 0.38 7.97
H 3.15 2.04 0.47
O -6.94 -3.51 -5.46
C 0.77 -1.01 7.81
O -2.38 0.29 -6.96
H 7.35 3.02 5.13
H -5.82 -3.85 4.82
O 6.61 3.60 5.28
H -1.16 0.09 0.17
S 1.25 0.79 1.45
O 0.48 1.95 2.00
H 4.23 5.68 -4.64
H 2.94 6.93 -0.70
H 3.79 -7.26 -2.40
O -2.35 -4.22 1.57
H -0.12 0.63 -2.72
O 2.98 1.35 6.59
C -5.32 -4.31 -3.53
C 1.96 0.74 7.00
H 2.75 4.55 -6.24
O -6.51 1.18 3.49
O -5.09 1.82 5.36
H -0.20 -1.08 -0.77
S -2.14 -5.41 2.46
H -3.66 3.28 3.43
C -7.93 -0.11 2.08
H -3.15 7.12 7.12
O 5.29 5.43 2.24
H 1.96 -5.15 -1.23
C -5.45 -4.79 4.41
H -1.54 -1.41 -6.48
S 2.45 -6.62 -4.76
H -4.70 4.30 -2.05
H -0.81 -0.78 -9.22
S 5.72 -4.01 3.73
H -8.86 -3.72 -6.09
H 5.24 4.68 -5.75
C -0.57 -0.45 -8.21
H 9.69 -2.80 4.74
O 1.26 -0.54 2.09
C 9.57 -3.85 4.46
O 0.80 0.63 -0.20
O -6.60 -2.01 -3.43
H 3.35 5.87 0.30
C 6.86 5.54 -2.77
H -4.54 -3.95 -4.21
O -1.78 6.91 5.63
H -6.94 -5.56 -7.60
H -4.25 -3.71 3.00
O -0.23 8.81 4.98
C -6.78 0.89 2.10
O -1.80 -6.74 1.87
H -5.46 -5.57 5.16
H -5.68 2.30 -2.50
C 3.51 -0.90 -3.34
O 1.71 -5.79 -5.69
H -6.23 -5.09 3.71
C -2.87 7.68 6.23
C -0.92 -4.81 3.76
C -7.64 -4.73 -7.53
H -3.97 4.07 -3.71
H -8.89 0.41 2.17
H -1.26 1.55 -1.89
H 10.32 -4.35 5.07
H -0.68 -5.66 4.40
O -3.45 -5.58 3.53
H 0.77 -1.88 7.16
H 6.15 6.26 -3.18
H 0.56 5.31 5.26
H 9.92 -3.89 3.43
O -0.61 0.91 -8.00
O 4.39 -1.63 -6.63
H 3.97 -7.75 -6.31
O 0.13 7.53 7.16
H -4.37 2.67 1.89
H -0.53 -0.31 6.28
C -0.14 0.09 7.22
C 3.21 3.95 -5.46
O 0.74 1.12 6.82
H -3.49 -3.88 4.63
H 2.88 -1.59 -2.78
O -6.83 3.31 -3.80
H -5.34 3.58 2.91
C 0.67 6.28 4.77
H 1.46 -6.80 -1.64
H -7.21 -3.87 -8.03
C -1.72 1.29 -7.34
C 3.05 1.26 1.23
H 5.63 -0.44 -2.97
H -7.17 1.81 1.66
H 3.39 2.92 -5.75
H 0.37 6.19 3.73
H 4.48 -6.08 -5.74
O 2.62 6.15 -0.24
C 4.27 -1.50 -5.43
H 7.87 5.89 -3.00
C -5.56 2.90 -3.41
H -8.15 -5.25 -5.53
H 0.47 -1.32 8.81
C -7.95 -4.32 -6.07
C 5.15 -2.87 5.09
H -4.44 6.94 5.03
O -1.00 4.41 0.15
C -0.42 -0.02 -0.62
H 3.72 0.46 0.90
C -6.94 4.62 -4.04

---

3.
The following is a DFT calculation (the ωB97M-V functional and the def2-TZVPD basis) of C37H35IN2O4PTa as an isolated structure in a non-equilibrium geometry.

The value obtained for the relative energy (zero: lowest compared OMol25 entry of this formula, charge and spin) is 45.23 kcal per mole. Its charge is +2. The calculation puts the total energy at -69035.9084 eV. As for the LUMO energy: -7.44 eV.

Atoms and positions in Å:
H -3.85 3.94 0.44
H -4.31 3.80 -1.25
C -4.54 -4.28 0.33
C -2.75 -2.87 1.00
H 2.90 3.98 0.70
C 3.11 -0.58 2.29
C 1.36 -0.21 5.09
H 2.07 -1.24 0.54
C 2.37 4.13 -3.47
C 0.41 -1.91 3.68
C 3.19 1.79 2.62
C 0.47 -0.77 -2.76
H -0.71 0.95 -3.27
C -3.77 -2.74 -1.20
H 1.98 0.08 5.94
C 0.75 0.77 4.33
H 1.94 4.85 -4.15
C -4.27 3.26 -0.31
C -1.84 -2.31 2.00
C 2.93 -2.11 -2.84
H -0.20 4.57 -2.89
H 0.30 -2.95 3.42
H -0.27 3.12 -3.88
C 2.10 2.38 -1.86
C 1.53 -0.38 -1.92
C 3.54 0.51 3.02
H 4.38 4.68 -3.95
O -1.93 -1.33 -0.55
H 3.94 1.59 -1.06
C -0.82 -0.01 -2.77
H -1.84 -2.82 2.96
H 3.88 -2.62 -2.87
C 0.67 -1.85 -3.61
H 3.35 -1.58 2.61
H -0.13 -2.16 -4.28
H -5.26 -5.07 0.51
C 2.10 0.91 0.68
H 4.14 0.37 3.91
P 1.21 1.09 -0.90
I -0.98 1.89 2.10
H 0.88 1.82 4.56
H -4.27 -5.51 2.55
H -0.54 3.02 -2.12
C 2.75 -1.04 -1.98
H 3.57 -0.73 -1.34
H -3.82 -1.03 -2.51
H 2.01 -3.35 -4.33
Ta -1.44 0.38 -0.59
H 1.76 3.96 2.04
H -2.28 -5.87 3.27
C 3.75 4.03 -3.36
H 1.68 -2.31 5.35
C -3.91 -2.12 -2.56
O -2.19 2.24 -0.97
C 1.19 -1.55 4.76
H -5.26 2.95 0.01
C 2.39 -0.39 1.12
C 2.45 2.02 1.46
N -1.09 -1.28 1.83
C -3.66 -4.61 2.65
C -3.63 -3.91 1.31
C 3.49 2.29 -1.74
C 2.06 3.44 1.13
C 1.88 -2.52 -3.65
C -0.03 0.38 3.26
O -2.36 -4.92 3.13
C 1.52 3.31 -2.72
O -3.65 0.94 -0.04
N -4.61 -3.70 -0.86
C 4.31 3.11 -2.49
C -3.37 2.10 -0.44
H -1.58 -0.58 -3.31
C -2.80 -2.32 -0.28
H -4.16 -3.96 3.38
H -3.16 -2.51 -3.25
C -0.25 -0.94 2.91
C 0.04 3.50 -2.90
H 1.23 3.49 0.42
H -4.89 -2.38 -2.94
H 3.49 2.65 3.22
H 5.39 3.03 -2.39

---

4.
The following is a DFT calculation (the ωB97M-V functional and the def2-TZVPD basis) of a 3-piece molecular cluster, C5H14O3 overall in a non-equilibrium geometry.

The value obtained for the relative energy (zero: lowest compared OMol25 entry of this formula, charge and spin) is 33.49 kcal per mole. Its charge is +1. The calculation puts the total energy at -11543.0986 eV. As for the multiplicity: 2. As for the LUMO energy (alpha / beta): -5.17 / -8.85 eV.

Atoms and positions in Å:
H 2.29 -0.74 -0.31
C 0.05 0.80 0.60
H -0.53 -3.81 -1.16
O -2.99 0.04 0.13
C 2.40 0.26 0.06
C -1.07 0.81 1.42
H -2.32 -0.40 -0.43
H 3.56 0.42 0.32
H 2.24 0.90 -0.81
H -2.04 1.91 -0.06
H -0.88 0.86 2.53
O 0.14 -0.41 -2.38
O -0.14 -2.89 -1.24
H -0.53 -0.34 -1.77
C -2.35 1.17 0.77
H 0.14 0.77 -0.47
H 1.51 0.40 2.18
H 0.28 -1.38 -2.46
H 1.58 1.92 1.18
H -3.24 1.58 1.31
H 0.38 -2.70 -0.54
C 1.51 0.83 1.13

---

5.
The following is a DFT calculation (the ωB97M-V functional and the def2-TZVPD basis) of C38H51Cl3InN10PS as an isolated structure in a non-equilibrium geometry.

The value obtained for the relative energy (zero: lowest compared OMol25 entry of this formula, charge and spin) is 0.00 kcal per mole. Its charge is 0. The calculation puts the total energy at -117998.1815 eV. As for the LUMO energy: -0.27 eV.

Atoms and positions in Å:
H 4.08 -10.78 14.22
C 5.92 -18.71 8.22
C 10.40 -16.19 15.01
H 4.00 -10.38 16.73
H 10.79 -17.26 10.76
C 9.35 -16.57 13.98
H 5.95 -8.92 11.75
C 6.40 -9.91 9.81
H 5.02 -14.43 16.53
H 2.98 -17.13 8.57
N 8.85 -17.73 10.27
C 5.35 -11.01 9.50
H 7.64 -11.46 11.87
H 6.87 -13.80 15.05
H 3.87 -12.95 17.93
Cl 2.75 -20.60 13.65
H 3.20 -11.53 12.05
C 6.29 -13.00 15.51
H 6.77 -10.67 13.18
C 4.62 -18.34 7.95
C 9.28 -18.95 14.52
In 7.03 -15.96 11.79
H 2.36 -12.85 11.20
H 11.22 -13.06 13.53
N 9.91 -14.78 12.82
C 2.72 -12.52 12.17
H 11.55 -11.61 12.66
N 6.02 -14.46 12.82
H 3.64 -15.45 13.15
C 3.81 -18.16 13.52
C 1.54 -14.82 13.14
C 10.15 -18.05 10.35
C 6.64 -18.16 9.31
N 5.57 -11.87 11.84
H 5.63 -10.49 15.06
H 3.11 -14.52 14.52
H 2.95 -11.68 16.15
H 6.13 -8.97 9.27
H -0.26 -13.62 12.80
N 8.98 -15.78 12.96
C 7.64 -20.32 13.45
H 6.21 -13.73 17.61
H 10.34 -12.41 10.76
C 8.47 -19.88 9.33
H 7.04 -12.24 15.76
C 10.67 -19.26 9.98
H 1.56 -15.18 12.13
C 8.83 -20.24 14.17
C 9.80 -20.25 9.54
C 3.99 -11.43 16.36
H 0.31 -13.57 14.40
C 2.89 -19.01 14.38
C 8.04 -18.61 9.63
N 4.42 -17.51 12.75
H 13.54 -13.00 13.03
C 3.00 -14.62 13.46
H 4.35 -10.59 9.61
C 6.02 -17.15 10.09
C 5.51 -13.51 16.76
C 11.51 -12.69 12.53
H 0.92 -11.59 12.44
C 6.65 -9.65 11.31
H 4.10 -18.87 7.15
C 4.75 -11.21 15.01
H 10.09 -18.81 15.22
H 7.27 -21.25 13.00
C 8.66 -17.81 13.93
N 7.47 -17.90 13.24
C 9.72 -14.05 11.75
C 1.47 -12.25 13.07
H 12.80 -14.39 12.11
H 10.40 -15.07 15.21
H 7.58 -9.11 11.50
H 11.36 -16.18 14.38
H 7.76 -20.61 8.98
N 5.37 -12.42 14.53
C 0.70 -13.57 13.37
H 13.21 -12.93 11.21
S 8.57 -14.31 10.46
C 4.71 -16.83 9.82
H 5.47 -11.32 8.45
N 3.62 -13.44 12.77
C 6.93 -19.13 13.08
Cl 3.71 -18.97 15.94
H 5.92 -19.21 12.69
H 10.39 -16.78 15.97
H 7.38 -10.22 9.35
Cl 1.27 -18.21 14.42
H 10.21 -21.28 9.32
H 1.73 -11.65 13.98
H 4.17 -16.21 10.51
H 5.18 -11.87 18.13
C 6.68 -10.96 12.10
H 6.57 -12.66 10.14
C 12.88 -13.31 12.19
C 5.57 -12.23 10.41
H 6.48 -19.42 7.66
C 4.62 -12.41 17.33
H 1.18 -15.59 13.81
N 10.45 -12.96 11.61
H 4.81 -13.02 10.26
H 11.72 -19.42 10.15
H 9.40 -21.11 14.51
C 4.00 -17.37 8.74
P 5.22 -13.13 12.99